[1]
C36H21HfN8O13Se3 | ωB97M-V/def2-TZVPD

ORCA input file:
```
! wB97M-V def2-TZVPD RIJCOSX def2/J DEFGRID3
* xyz -1 1
Hf -0.21455 0.64042 0.72606
O -1.39387 2.85779 -6.42224
N -2.20120 3.28986 -5.62315
O -3.13530 3.99981 -5.93778
C -2.17740 2.76444 -4.24707
C -3.25342 3.07667 -3.49085
C -3.37874 2.60665 -2.15719
C -4.52039 2.83375 -1.36161
C -4.57508 2.28169 -0.11296
C -3.47944 1.53505 0.35509
N -2.39184 1.34348 -0.36602
C -2.34200 1.85411 -1.60589
C -1.17373 1.55977 -2.39319
N -0.21388 0.84821 -1.76305
C 0.83041 0.43930 -2.45694
C 0.99661 0.76301 -3.80514
C 0.06554 1.53698 -4.44050
C -1.08574 1.96046 -3.73654
H -4.03962 3.67744 -3.92481
H -5.33893 3.42382 -1.75502
H -5.43590 2.41030 0.52678
H -3.48367 1.07405 1.33196
H 1.56924 -0.15122 -1.93835
H 1.87214 0.40643 -4.32744
H 0.19939 1.80793 -5.47228
O -3.07191 -2.23369 2.09952
C -2.25863 -1.74132 1.34724
O -1.82351 -0.52081 1.42361
C -1.74570 -2.55340 0.17428
C -2.49580 -3.64115 -0.22143
C -2.11388 -4.40133 -1.31563
C -0.96347 -4.10682 -2.01718
C -0.18912 -3.05256 -1.59292
C -0.55385 -2.21501 -0.51265
O 0.17392 -1.18306 -0.19764
N 1.04635 -2.80326 -2.32809
O 2.04740 -2.54637 -1.69075
O 1.00625 -2.91677 -3.54280
N -2.93541 -5.53050 -1.74227
O -3.97187 -5.73759 -1.14247
O -2.55330 -6.17966 -2.69998
H -3.38722 -3.88619 0.33868
H -0.66661 -4.69632 -2.87214
Se 1.53585 1.66033 4.44619
Se -1.33192 2.45651 2.58654
C -0.77302 3.60169 1.22733
C -0.84784 5.00300 1.26910
C -0.34125 5.73504 0.22472
C 0.26139 5.07701 -0.85169
C 0.30882 3.70449 -0.82860
N -0.22704 2.97655 0.16585
C 0.99245 -0.07881 4.04584
C 1.06223 -1.00490 5.12973
C 0.94894 -2.34937 4.94290
C 0.73249 -2.81780 3.64164
C 0.56395 -1.89248 2.65535
N 0.63235 -0.54307 2.80830
H -1.28723 5.47466 2.13651
H -0.38944 6.81694 0.24553
H 0.70773 5.62082 -1.67151
H 0.82266 3.15537 -1.60530
H 1.26094 -0.58705 6.10579
H 1.04426 -3.03337 5.77759
H 0.67208 -3.87082 3.40472
H 0.37629 -2.24726 1.65599
O 2.77620 1.79917 -1.17591
Se 3.10765 1.44226 0.34642
O 3.36457 -0.30420 0.18666
O 1.73613 1.49777 1.25357
O 4.35908 2.10604 1.05636
N 5.03297 -4.58670 5.09270
C 4.76335 -3.82855 4.27079
C 4.43566 -2.88681 3.23425
C 4.37041 -3.31388 1.90708
C 4.03332 -2.42211 0.91069
C 3.75454 -1.10144 1.24146
C 3.82723 -0.65798 2.55365
C 4.16546 -1.55828 3.54760
H 4.57658 -4.34824 1.66634
H 3.95141 -2.72965 -0.12270
H 3.58548 0.36097 2.83432
H 4.19308 -1.22024 4.57495
*
```

relative energy (zero: lowest compared OMol25 entry of this formula, charge and spin)	0.00	kJ/mol
HOMO	-3.9	eV
energy	-10052.9743	Ha
F_max	1.642	eV/A
Kohn-Sham gap	0.144	Ha


[2]
C45H37CsIN3O2P | ωB97M-V/def2-TZVPD

ORCA input file:
```
! wB97M-V def2-TZVPD RIJCOSX def2/J DEFGRID3
* xyz -1 1
Cs -0.05048 1.40688 -0.78161
C -4.56284 3.11229 -2.53106
C -4.74908 2.05018 -1.48763
C -5.88538 1.24911 -1.49437
C -6.07585 0.25305 -0.54873
C -5.10099 0.05081 0.41575
C -3.94651 0.82339 0.44208
C -2.89658 0.56896 1.48970
C -3.76325 1.84353 -0.50686
N -2.54971 2.55844 -0.52032
C -2.60583 3.85838 -0.26950
O -3.59036 4.55035 0.04028
C -1.25793 4.62206 -0.37301
C -1.30614 6.00336 -0.24800
C -0.12876 6.72494 -0.32962
C 1.06430 6.05700 -0.53615
C 1.04683 4.67323 -0.65159
N -0.09678 3.96872 -0.57061
C 2.41631 3.97955 -0.86614
O 3.33886 4.73210 -1.22082
N 2.46393 2.67110 -0.63290
C 3.73773 2.07154 -0.69878
C 4.72415 2.35355 0.26284
C 4.45486 3.35373 1.34779
C 5.94247 1.68629 0.21005
C 6.21386 0.74927 -0.77543
C 5.23602 0.46623 -1.71652
C 4.00049 1.10228 -1.68237
C 2.95215 0.76759 -2.70720
H -5.27603 2.97969 -3.34677
H -3.54989 3.07222 -2.93804
H -4.68744 4.10510 -2.09754
H -6.63370 1.41873 -2.26188
H -6.96981 -0.35861 -0.56605
H -5.23154 -0.71875 1.17046
H -3.28142 -0.08582 2.27449
H -2.54944 1.49824 1.94250
H -2.01860 0.07391 1.06194
H -2.27303 6.45560 -0.08131
H -0.14097 7.80462 -0.23213
H 2.01700 6.55766 -0.62681
H 3.46222 3.19897 1.77736
H 4.46873 4.36800 0.94643
H 5.19826 3.26894 2.14235
H 6.68944 1.91101 0.96433
H 7.17198 0.24546 -0.80701
H 5.42692 -0.25992 -2.50090
H 3.31593 0.01784 -3.41173
H 2.64419 1.65701 -3.26121
H 2.05896 0.36345 -2.22985
I 1.32463 0.16775 2.30081
C 0.63001 -1.43346 3.45372
C 0.67253 -1.13271 4.78955
C 0.35198 -2.07942 5.78323
C 0.02280 -3.33705 5.40488
C -0.03757 -3.68912 4.03236
C -0.37275 -5.03202 3.72666
C -0.46174 -5.45816 2.44211
C -0.25782 -4.52315 1.41218
C 0.05702 -3.20914 1.63976
P 0.08658 -2.13943 0.13004
C 1.47743 -2.87882 -0.80813
C 1.39481 -4.02701 -1.59731
C 2.51722 -4.51979 -2.24356
C 3.74022 -3.87094 -2.10890
C 3.83083 -2.72003 -1.34318
C 2.70189 -2.22261 -0.70414
C -1.41891 -2.65115 -0.75722
C -1.48460 -2.51634 -2.14472
C -2.69985 -2.61487 -2.80809
C -3.86877 -2.83903 -2.09712
C -3.81499 -2.97550 -0.71763
C -2.60247 -2.87861 -0.05372
C 0.22427 -2.74206 2.99658
H 0.98142 -0.14412 5.09642
H 0.39536 -1.80102 6.82759
H -0.20343 -4.10336 6.13578
H -0.55560 -5.70975 4.55216
H -0.71021 -6.48377 2.20374
H -0.38946 -4.85669 0.39032
H 0.44580 -4.53230 -1.72521
H 2.43543 -5.40615 -2.85959
H 4.61692 -4.25581 -2.61413
H 4.76695 -2.18470 -1.24799
H 2.77909 -1.30232 -0.13476
H -0.58602 -2.31256 -2.71488
H -2.73121 -2.49467 -3.88355
H -4.82034 -2.88212 -2.60984
H -4.72258 -3.12771 -0.14913
H -2.58218 -2.96156 1.02702
*
```

relative energy (zero: lowest compared OMol25 entry of this formula, charge and spin)	20.44	kJ/mol
HOMO	-4.9	eV
energy	-2711.0722	Ha
F_max	2.630	eV/A
Kohn-Sham gap	0.242	Ha


[3]
C4H5BrOS | ωB97M-V/def2-TZVPD

ORCA input file:
```
! wB97M-V def2-TZVPD RIJCOSX def2/J DEFGRID3
* xyz 0 1
C -0.80925 0.03735 0.80370
C 1.34836 1.11178 -1.73373
C 0.30974 0.21504 0.22900
C 0.62231 -0.07985 -1.18794
O 2.48570 3.41685 -1.77274
S 1.90655 2.39424 -0.92939
Br 1.51060 0.93704 -3.62104
H -1.15327 0.11589 1.78915
H 1.25922 0.68507 0.70440
H -1.49812 -0.22844 0.12499
H 1.24851 -0.95724 -1.14117
H -0.27005 -0.44549 -1.64953
*
```

relative energy (zero: lowest compared OMol25 entry of this formula, charge and spin)	87.38	kJ/mol
HOMO	-9.4	eV
energy	-3202.7540	Ha
F_max	5.711	eV/A
Kohn-Sham gap	0.339	Ha


[4]
C5H13NO | ωB97M-V/def2-TZVPD

ORCA input file:
```
! wB97M-V def2-TZVPD RIJCOSX def2/J DEFGRID3
* xyz 0 1
C 0.76210 -2.23327 -1.32434
C -0.17938 -1.89731 -0.17491
C 0.70709 -1.46862 1.04060
N -0.04917 -0.80811 2.05546
O 1.84330 -1.59130 1.29390
H 0.25557 -2.13677 -2.33274
H 1.25822 -3.25666 -1.28830
H 1.60851 -1.52575 -1.41841
H -0.92689 -1.06582 -0.29955
H -0.50976 -2.92479 0.14946
H 0.37687 -0.59958 2.85924
H -0.95525 -0.41142 1.96860
C -0.84700 1.83796 -0.43111
C -0.20128 3.22298 -0.12459
H 0.02157 1.24117 -0.82823
H -1.43446 1.31996 0.45487
H -1.64203 1.80930 -1.29024
H 0.46541 3.12687 0.65760
H -0.98891 3.94511 -0.01733
H 0.43551 3.41604 -0.94999
*
```

relative energy (zero: lowest compared OMol25 entry of this formula, charge and spin)	137.62	kJ/mol
HOMO	-9.8	eV
energy	-328.2664	Ha
SMILES	CCC(N)=O.CC
F_max	5.412	eV/A
Kohn-Sham gap	0.392	Ha


Which of these has the lowest relative energy (zero: lowest compared OMol25 entry of this formula, charge and spin)? C36H21HfN8O13Se3


Copy entry 4 word for word.
C5H13NO | ωB97M-V/def2-TZVPD

ORCA input file:
```
! wB97M-V def2-TZVPD RIJCOSX def2/J DEFGRID3
* xyz 0 1
C 0.76210 -2.23327 -1.32434
C -0.17938 -1.89731 -0.17491
C 0.70709 -1.46862 1.04060
N -0.04917 -0.80811 2.05546
O 1.84330 -1.59130 1.29390
H 0.25557 -2.13677 -2.33274
H 1.25822 -3.25666 -1.28830
H 1.60851 -1.52575 -1.41841
H -0.92689 -1.06582 -0.29955
H -0.50976 -2.92479 0.14946
H 0.37687 -0.59958 2.85924
H -0.95525 -0.41142 1.96860
C -0.84700 1.83796 -0.43111
C -0.20128 3.22298 -0.12459
H 0.02157 1.24117 -0.82823
H -1.43446 1.31996 0.45487
H -1.64203 1.80930 -1.29024
H 0.46541 3.12687 0.65760
H -0.98891 3.94511 -0.01733
H 0.43551 3.41604 -0.94999
*
```

relative energy (zero: lowest compared OMol25 entry of this formula, charge and spin)	137.62	kJ/mol
HOMO	-9.8	eV
energy	-328.2664	Ha
SMILES	CCC(N)=O.CC
F_max	5.412	eV/A
Kohn-Sham gap	0.392	Ha


Which of these has the highest energy? C5H13NO


Which value of relative energy (zero: lowest compared OMol25 entry of this formula, charge and spin) does entry 2 give? 20.44 kJ/mol